Record 1
19
Properties=species:S:1:pos:R:3:nbo_charge:R:1 method="wB97M-V/def2-TZVPD" relative_energy_kj_mol=95.3 lumo_energy_ev=0.91 total_energy_ha=-704.4019
N 0.82 0.58 -2.16 -0.81
C -0.34 -0.28 -1.79 -0.06
N -0.02 -1.23 -0.76 -0.64
C -1.01 -1.38 0.29 -0.22
C -0.34 -1.83 1.60 -0.50
S -1.49 -1.82 3.01 -0.04
H 1.59 -0.08 -2.31 0.34
H 0.65 0.86 -3.12 0.34
H -0.96 -0.66 -2.62 0.15
H -1.02 0.44 -1.32 0.17
H 0.22 -2.14 -1.14 0.36
H -1.82 -2.05 0.01 0.18
H -1.45 -0.42 0.53 0.19
H 0.46 -1.13 1.79 0.22
H 0.04 -2.83 1.52 0.21
H -2.14 -0.71 2.61 0.11
O 3.31 6.13 -2.31 -0.93
H 2.51 6.20 -2.86 0.46
H 3.93 5.78 -2.98 0.46

Record 2
104
Properties=species:S:1:pos:R:3:lowdin_charge:R:1 method="wB97M-V/def2-TZVPD" relative_energy_kj_mol=147.4 lumo_energy_ev="-0.40 / -0.53" total_energy_ha=-3933.7172 multiplicity=4
Ti -2.32 -3.13 -2.19 0.81
C 0.29 -1.62 -1.17 -0.44
O -0.08 -0.42 -0.46 -0.14
O -0.28 -1.44 -2.41 -0.28
C 1.81 -1.94 -1.08 -0.56
F 2.53 -0.81 -1.03 0.13
F 2.11 -2.73 -0.03 0.12
F 2.16 -2.63 -2.18 0.15
C 0.25 -0.33 0.94 -0.23
C -0.47 0.96 1.29 -0.07
H -1.55 0.91 1.40 0.05
H -0.10 1.11 2.31 0.07
H -0.12 1.83 0.73 0.06
H 1.33 -0.21 1.08 0.10
H 0.03 -1.20 1.57 0.11
H -0.26 -2.48 -0.76 0.10
C -0.14 5.67 0.20 -0.66
O -1.17 6.36 0.15 0.00
N 0.26 4.76 1.14 0.15
N 0.71 5.59 -0.87 0.15
H 1.19 4.36 1.05 0.03
H -0.20 4.64 2.02 0.10
H 0.47 5.86 -1.81 0.11
H 1.57 5.11 -0.67 0.06
C -0.45 2.16 -3.32 -0.70
O -0.59 3.28 -3.82 0.00
N -0.01 1.99 -2.05 0.18
N -0.65 0.98 -3.96 0.15
H 0.31 2.84 -1.60 0.08
H -0.04 1.05 -1.68 0.06
H -1.03 1.18 -4.87 0.11
H -0.59 0.07 -3.53 0.04
C -4.13 -2.09 0.71 -0.71
O -4.54 -3.23 0.99 -0.01
N -2.79 -1.83 0.74 0.16
N -4.92 -1.05 0.40 0.19
H -2.22 -2.54 1.15 0.10
H -2.66 -0.82 0.77 0.08
H -5.90 -1.20 0.58 0.12
H -4.56 -0.15 0.15 0.05
C 3.15 2.96 0.71 -0.65
O 2.94 4.18 0.86 -0.03
N 3.19 2.14 1.76 0.19
N 3.32 2.35 -0.50 0.19
H 3.47 1.17 1.71 0.06
H 2.88 2.47 2.66 0.12
H 3.46 2.91 -1.32 0.11
H 3.25 1.35 -0.45 0.07
C 2.86 -0.72 -5.10 -0.68
O 3.58 -0.73 -6.09 0.01
N 3.05 0.05 -3.99 0.16
N 1.66 -1.38 -5.07 0.15
H 3.86 0.65 -4.00 0.10
H 2.34 0.12 -3.29 0.07
H 1.16 -1.41 -4.19 0.05
H 1.50 -2.03 -5.81 0.10
C -0.62 -1.20 5.14 -0.65
O -1.82 -1.07 4.89 -0.01
N 0.21 -2.06 4.50 0.17
N -0.05 -0.39 6.08 0.16
H 1.07 -2.16 5.01 0.10
H -0.12 -2.74 3.84 0.11
H 0.89 -0.49 6.40 0.10
H -0.56 0.40 6.44 0.11
C -3.92 2.99 0.30 -0.66
O -4.13 1.77 0.45 -0.02
N -2.74 3.59 0.56 0.19
N -4.85 3.86 -0.13 0.17
H -2.01 2.95 0.79 0.06
H -2.68 4.56 0.82 0.09
H -5.78 3.65 -0.43 0.10
H -4.66 4.84 -0.29 0.10
C 3.66 -7.10 0.56 -0.68
O 4.60 -7.36 1.30 0.02
N 3.11 -5.88 0.34 0.15
N 3.02 -8.14 -0.10 0.13
H 3.41 -5.15 0.96 0.10
H 2.17 -5.81 -0.01 0.09
H 3.38 -9.04 0.15 0.10
H 2.06 -8.06 -0.39 0.09
C 5.32 -0.83 1.22 -0.66
O 4.55 -0.55 2.16 -0.02
N 6.61 -0.45 1.23 0.16
N 4.99 -1.76 0.29 0.18
H 7.24 -0.67 0.47 0.10
H 7.08 -0.20 2.08 0.11
H 5.76 -2.06 -0.27 0.11
H 4.05 -2.10 0.19 0.06
C -4.12 -1.21 -3.89 -0.63
O -3.71 -2.39 -3.76 -0.14
N -5.24 -0.92 -4.57 0.19
N -3.49 -0.14 -3.35 0.20
H -5.33 0.05 -4.81 0.11
H -5.77 -1.67 -4.99 0.12
H -3.94 0.75 -3.38 0.12
H -2.56 -0.35 -3.01 0.07
C -3.39 1.62 3.54 -0.67
O -4.24 2.48 3.33 0.01
N -3.67 0.29 3.40 0.16
N -2.08 1.84 3.90 0.16
H -2.85 -0.29 3.47 0.04
H -4.59 0.00 3.70 0.12
H -1.59 2.70 4.04 0.10
H -1.59 0.97 3.98 0.04

Record 3
16
Properties=species:S:1:pos:R:3:nbo_charge:R:1 method="wB97M-V/def2-TZVPD" relative_energy_kj_mol=149.7 lumo_energy_ev=1.03 total_energy_ha=-342.8769
C 2.14 0.18 0.04 -0.25
C 1.27 1.17 -0.04 -0.01
N -0.01 0.71 -0.18 -0.45
C -1.35 1.07 0.23 -0.23
C -2.08 -0.17 -0.15 -0.25
N -1.11 -1.33 0.09 -0.46
C 0.00 -0.68 -0.02 0.44
C 1.47 -1.14 0.01 -0.50
H 3.20 0.40 0.17 0.22
H 1.44 2.17 -0.42 0.22
H -1.82 1.92 -0.21 0.21
H -1.53 1.21 1.30 0.18
H -2.24 -0.17 -1.20 0.18
H -3.08 -0.39 0.33 0.21
H 1.67 -1.89 -0.74 0.25
H 1.61 -1.47 1.00 0.25